Formula: C30H35CrFN5O4PSe2
Source: the Open Molecules 2025 dataset
Level of theory: wB97M-V/def2-TZVPD

HOMO level (alpha / beta)   -3.0145 / -3.6748 eV
Kohn-Sham gap (alpha / beta)   5.21 / 5.87 eV
Total charge   -1
E_LUMO (alpha / beta)   0.081 / 0.081 Ha
Calculated total energy   -8027.668991 Ha
2S+1   4

Each line ends with the Mulliken charge.
Cartesian coordinates (Å):
1 Cr 10.25 6.12 19.13  1.80
2 Se 9.95 3.74 18.11  -0.48
3 P 11.17 3.87 16.24  0.34
4 Se 11.00 5.59 14.92  -0.34
5 C 12.89 3.67 16.76  0.82
6 C 13.21 2.52 17.51  -0.82
7 C 14.49 2.36 18.01  -0.47
8 C 15.52 3.26 17.73  -0.55
9 C 15.21 4.39 16.96  -0.43
10 C 13.91 4.63 16.49  -0.41
11 C 10.82 2.38 15.30  0.57
12 C 10.00 1.36 15.83  -0.21
13 C 9.71 0.25 15.05  -0.67
14 C 10.23 0.14 13.77  -0.32
15 C 11.10 1.11 13.27  -0.65
16 C 11.42 2.23 14.06  -0.51
17 H 12.45 1.78 17.75  0.34
18 H 14.69 1.49 18.65  0.34
19 H 16.54 3.14 18.12  0.37
20 H 16.01 5.10 16.73  0.37
21 H 13.66 5.50 15.87  0.29
22 H 9.61 1.48 16.85  0.18
23 H 9.03 -0.55 15.44  0.32
24 H 9.97 -0.73 13.19  0.35
25 H 11.50 1.08 12.24  0.33
26 H 12.11 3.02 13.72  0.37
27 N 12.36 6.47 19.31  -0.15
28 C 13.17 5.77 20.34  -0.49
29 C 12.69 5.91 21.79  -0.13
30 C 11.91 4.68 22.31  -1.00
31 C 10.57 4.24 21.72  -0.41
32 N 9.85 5.41 21.16  -0.24
33 H 12.72 6.20 18.39  0.14
34 H 12.45 7.50 19.45  0.26
35 H 14.21 6.09 20.30  0.39
36 H 13.19 4.71 20.06  0.17
37 H 12.16 6.85 21.96  -0.16
38 H 13.59 5.99 22.41  0.45
39 H 11.71 4.82 23.39  0.40
40 H 12.60 3.80 22.31  0.35
41 H 9.94 3.77 22.48  0.39
42 H 10.72 3.50 20.92  0.13
43 H 10.11 6.25 21.68  -0.06
44 H 8.84 5.29 21.27  0.29
45 F 7.09 8.95 23.77  -0.33
46 C 8.34 9.43 23.61  0.35
47 C 8.77 9.89 22.42  0.07
48 N 10.08 10.22 22.19  0.21
49 C 10.53 10.45 20.81  -1.41
50 C 11.15 9.20 20.22  0.96
51 O 12.17 9.28 19.53  -0.86
52 O 10.48 8.15 20.46  -0.31
53 C 11.04 10.17 23.20  0.43
54 O 12.24 10.33 22.98  -0.64
55 N 10.49 9.97 24.44  -0.08
56 C 9.26 9.42 24.78  0.24
57 O 9.03 9.00 25.92  -0.66
58 H 8.09 9.93 21.53  0.29
59 H 11.24 11.26 20.76  0.33
60 H 9.63 10.68 20.19  0.28
61 H 11.22 9.90 25.14  0.26
62 C 10.26 9.12 16.35  -0.83
63 C 8.83 8.92 16.69  0.55
64 C 7.83 9.76 16.25  -0.58
65 C 6.47 9.51 16.53  -0.83
66 C 6.07 8.34 17.16  -0.57
67 C 6.99 7.40 17.60  0.66
68 C 6.54 6.12 18.25  -1.23
69 C 8.40 7.74 17.45  0.27
70 N 9.29 7.05 18.10  -0.75
71 H 10.53 10.14 16.01  0.34
72 H 10.61 8.37 15.62  -0.04
73 H 10.87 8.92 17.24  -0.04
74 H 8.11 10.67 15.70  0.32
75 H 5.76 10.26 16.24  0.37
76 H 5.01 8.20 17.41  0.36
77 H 5.68 5.70 17.75  0.46
78 H 6.24 6.31 19.30  0.19
79 H 7.35 5.42 18.30  -0.06

***

Formula: C6H20BrCoN5O4
Source: the Open Molecules 2025 dataset
Level of theory: wB97M-V/def2-TZVPD

HOMO level (alpha / beta)   -8.1426 / -8.1424 eV
Kohn-Sham gap (alpha / beta)   6.01 / 5.61 eV
E_LUMO (alpha / beta)   -0.078 / -0.093 Ha
Calculated total energy   -4772.105573 Ha
2S+1   4

Each line ends with the Mulliken charge.
Cartesian coordinates (Å):
1 Co 15.26 -9.30 -19.65  0.66
2 Br 16.73 -10.41 -17.96  -0.36
3 O 13.61 -10.22 -19.34  -0.72
4 H 14.00 -11.05 -19.04  0.33
5 C 13.73 -11.28 -15.26  -1.32
6 C 15.03 -11.12 -14.49  0.83
7 C 14.85 -11.18 -12.98  -0.89
8 O 14.26 -12.44 -12.66  -0.31
9 C 14.21 -12.71 -11.30  -0.80
10 N 15.98 -12.21 -14.93  -0.71
11 H 13.76 -11.13 -16.34  0.13
12 H 12.90 -10.71 -14.84  0.38
13 H 13.39 -12.32 -15.22  0.36
14 H 15.52 -10.19 -14.81  0.30
15 H 14.34 -10.34 -12.51  0.46
16 H 15.84 -11.19 -12.51  0.34
17 H 13.82 -13.70 -11.06  0.27
18 H 13.50 -12.04 -10.79  0.31
19 H 15.16 -12.67 -10.75  0.30
20 H 16.13 -11.86 -15.88  0.02
21 H 16.83 -11.79 -14.50  0.48
22 C 18.79 -9.85 -13.94  0.73
23 O 18.29 -10.96 -13.88  -0.74
24 N 19.44 -9.24 -12.91  -0.44
25 N 18.55 -9.02 -15.01  -0.27
26 H 19.84 -8.33 -13.01  0.13
27 H 19.41 -9.65 -12.00  0.23
28 H 19.02 -8.13 -14.98  0.14
29 H 17.95 -9.25 -15.78  0.12
30 C 19.38 -13.87 -16.74  0.64
31 O 18.39 -14.33 -16.17  -0.61
32 N 19.41 -12.66 -17.33  -0.29
33 N 20.50 -14.64 -16.81  -0.41
34 H 18.57 -12.10 -17.37  0.15
35 H 20.31 -12.20 -17.34  0.19
36 H 21.30 -14.31 -17.32  0.15
37 H 20.51 -15.54 -16.38  0.23

***

Formula: C5H13NS2
Source: the Open Molecules 2025 dataset
Level of theory: wB97M-V/def2-TZVPD

HOMO level   -8.7233 eV
Kohn-Sham gap   9.34 eV
SMILES   CCNCCCSS
E_LUMO   0.023 Ha
Calculated total energy   -1049.419500 Ha
2S+1   1

Each line ends with the Mulliken charge.
Cartesian coordinates (Å):
1 C -1.30 -2.94 3.30  -1.23
2 C -0.56 -1.94 2.41  -0.30
3 N -1.29 -1.79 1.13  -0.31
4 C -0.59 -1.07 0.09  -0.65
5 C -1.15 0.35 -0.02  -0.34
6 C -0.83 1.08 -1.32  -0.85
7 S 0.86 0.95 -1.98  -0.07
8 S 2.01 1.95 -0.62  -0.23
9 H -1.05 -3.95 3.00  0.32
10 H -2.36 -2.77 3.14  0.34
11 H -1.03 -2.74 4.33  0.37
12 H 0.47 -2.25 2.21  0.33
13 H -0.58 -0.96 2.88  0.25
14 H -1.54 -2.73 0.83  0.23
15 H 0.50 -1.05 0.22  0.29
16 H -0.67 -1.58 -0.87  0.40
17 H -0.88 0.99 0.81  0.25
18 H -2.23 0.18 -0.03  0.26
19 H -1.13 2.12 -1.29  0.43
20 H -1.39 0.65 -2.16  0.36
21 H 2.15 3.22 -1.05  0.15

***

Formula: C9H7N2O5V
Source: the Open Molecules 2025 dataset
Level of theory: wB97M-V/def2-TZVPD

HOMO level (alpha / beta)   -16.2773 / -16.2874 eV
Kohn-Sham gap (alpha / beta)   4.16 / 4.59 eV
Total charge   +2
E_LUMO (alpha / beta)   -0.445 / -0.430 Ha
Calculated total energy   -1776.015381 Ha
2S+1   3

Each line ends with the Mulliken charge.
Cartesian coordinates (Å):
1 O 0.61 1.54 -1.20  -0.37
2 C 0.17 0.82 -0.31  0.51
3 V -0.71 0.01 1.04  0.21
4 C -0.79 1.29 2.50  0.43
5 O -0.91 1.90 3.46  -0.12
6 C 0.72 -1.87 -1.51  0.23
7 O 0.34 -3.01 -1.51  -0.11
8 C 2.09 -1.39 -1.61  0.45
9 O 2.82 -0.71 -0.83  -0.24
10 C -2.12 0.42 -0.10  0.45
11 O -2.98 0.84 -0.82  -0.21
12 H 2.01 -1.46 -2.72  0.36
13 C 2.53 1.16 2.08  -1.19
14 C 2.31 -0.29 2.18  0.52
15 N 1.24 -1.01 1.81  0.23
16 C 1.48 -2.38 2.09  -0.58
17 C 2.73 -2.42 2.66  -0.57
18 N 3.17 -1.14 2.72  -0.07
19 H 1.77 1.69 2.64  0.25
20 H 3.53 1.38 2.46  0.39
21 H 2.47 1.42 1.03  0.31
22 H 0.71 -3.11 1.85  0.44
23 H 3.21 -3.31 2.98  0.44
24 H 4.08 -0.90 3.10  0.23

***

Formula: C3H6O2
Source: the Open Molecules 2025 dataset
Level of theory: wB97M-V/def2-TZVPD

HOMO level (alpha / beta)   -8.5472 / -8.4330 eV
Kohn-Sham gap (alpha / beta)   8.17 / 7.76 eV
E_LUMO (alpha / beta)   -0.014 / -0.025 Ha
Calculated total energy   -268.219321 Ha
2S+1   1

Each line ends with the Mulliken charge.
Cartesian coordinates (Å):
1 C -0.44 -1.47 0.10  -0.38
2 O -0.61 -0.45 0.86  -0.24
3 C -0.28 0.81 0.61  -0.23
4 C -0.23 1.35 -0.73  0.11
5 O 0.04 2.51 -0.99  -0.50
6 H -0.16 -1.36 -0.94  0.32
7 H 1.63 -0.91 0.24  0.07
8 H -0.74 -2.41 0.54  0.26
9 H 1.66 -0.16 0.36  0.01
10 H -0.35 1.45 1.48  0.36
11 H -0.52 0.64 -1.54  0.22

***

Formula: C3H11NOS2
Source: the Open Molecules 2025 dataset
Level of theory: wB97M-V/def2-TZVPD

HOMO level   -8.8657 eV
Kohn-Sham gap   9.27 eV
SMILES   CNCCSS.O
E_LUMO   0.015 Ha
Calculated total energy   -1047.245209 Ha
2S+1   1

Each line ends with the Mulliken charge.
Cartesian coordinates (Å):
1 C 0.87 1.01 -2.83  -0.83
2 N 1.15 2.05 -1.83  -0.36
3 C 0.14 2.24 -0.83  -0.69
4 C -0.28 0.94 -0.12  -0.65
5 S 1.14 -0.04 0.38  -0.08
6 S 0.19 -1.54 1.46  -0.24
7 H 1.30 1.32 -3.77  0.36
8 H 1.31 0.07 -2.50  0.23
9 H -0.19 0.81 -2.99  0.27
10 H 1.27 2.93 -2.32  0.25
11 H -0.79 2.63 -1.28  0.35
12 H 0.51 2.94 -0.08  0.39
13 H -0.86 1.21 0.75  0.50
14 H -0.93 0.39 -0.81  0.35
15 H -0.22 -2.20 0.36  0.14
16 O -3.32 -1.99 1.77  -0.60
17 H -2.58 -2.54 1.51  0.29
18 H -3.77 -2.31 2.55  0.31

***

Calculated energy above the lowest of the compared OMol25 structures with the same formula, charge and spin, 0.0000 4.6014 0.4709 3.9902 5.0587 0.6027 eV (same order as the records).